Below is 8 unconnected molecules or ions with the total composition C62H135N3O9P2 at a distorted geometry, with properties calculated with wB97M-V/def2-TZVPD.

Last column: Mulliken charge in e.
Cartesian coordinates (Å):
1 C -5.283 -2.070 -0.475  -0.93
2 C -4.899 -1.144 0.697  0.09
3 C -3.918 -1.714 1.709  -0.69
4 C -3.021 -0.611 2.381  -0.92
5 N -2.168 -1.017 3.587  0.97
6 C -3.000 -1.580 4.753  -0.62
7 C -2.669 -3.074 5.004  -0.68
8 C -1.302 -3.172 4.341  -0.53
9 C -1.234 -2.214 3.189  -0.29
10 C -1.301 0.193 3.974  -1.27
11 H -5.588 -3.066 -0.153  0.41
12 H -4.449 -2.207 -1.163  -0.12
13 H -6.119 -1.569 -0.964  0.46
14 H -5.764 -0.838 1.285  0.33
15 H -4.493 -0.198 0.338  0.01
16 H -3.255 -2.412 1.196  0.25
17 H -4.379 -2.337 2.476  0.35
18 H -3.550 0.267 2.753  0.43
19 H -2.245 -0.279 1.691  0.35
20 H -2.605 -1.018 5.599  0.36
21 H -4.059 -1.323 4.750  0.36
22 H -2.482 -3.362 6.038  0.38
23 H -3.292 -3.894 4.646  0.37
24 H -0.516 -2.922 5.055  0.20
25 H -1.066 -4.207 4.094  0.45
26 H -0.229 -1.825 3.029  0.02
27 H -1.551 -2.692 2.262  0.33
28 H -0.851 0.602 3.070  -0.14
29 H -0.566 -0.147 4.705  0.76
30 H -1.926 0.983 4.390  0.53
31 C 1.695 3.949 -8.565  -1.28
32 C 2.440 3.697 -7.200  -0.45
33 C 1.407 3.644 -6.018  -0.60
34 C 2.147 3.383 -4.685  -0.89
35 N 1.164 3.075 -3.488  0.85
36 C 1.920 2.974 -2.126  0.28
37 C 2.281 1.477 -2.001  0.18
38 C 1.627 0.658 -3.095  -0.97
39 C 0.567 1.596 -3.630  1.08
40 C 0.132 4.180 -3.312  -0.78
41 H 1.162 3.034 -8.825  0.34
42 H 2.374 4.228 -9.371  0.39
43 H 1.007 4.775 -8.385  0.33
44 H 2.979 4.639 -7.092  0.30
45 H 3.032 2.782 -7.198  0.36
46 H 0.605 2.931 -6.209  0.49
47 H 0.877 4.588 -5.893  0.36
48 H 2.753 4.254 -4.434  0.38
49 H 2.756 2.492 -4.838  0.36
50 H 1.211 3.103 -1.309  -0.89
51 H 2.720 3.698 -1.975  0.68
52 H 1.896 1.265 -1.003  -0.45
53 H 3.363 1.363 -1.950  0.38
54 H 1.180 -0.218 -2.625  0.46
55 H 2.260 0.257 -3.886  0.40
56 H -0.305 1.534 -2.978  -1.36
57 H 0.262 1.476 -4.669  0.47
58 H 0.673 5.111 -3.140  0.51
59 H -0.593 3.798 -2.593  -0.25
60 H -0.411 4.439 -4.221  0.41
61 C -0.648 4.239 6.407  -1.17
62 C -1.571 4.471 5.194  -0.54
63 C -0.829 4.702 3.780  -0.04
64 C -1.751 5.142 2.578  -0.85
65 N -0.910 5.652 1.343  0.53
66 C -0.333 7.097 1.579  -0.85
67 C -0.118 7.708 0.188  -0.57
68 C -1.296 7.227 -0.602  -0.73
69 C -1.727 5.852 0.046  -0.02
70 C 0.363 4.744 1.225  -1.23
71 H -0.286 5.166 6.851  0.36
72 H 0.312 3.792 6.148  0.11
73 H -1.016 3.512 7.130  0.42
74 H -2.262 5.302 5.332  0.46
75 H -2.193 3.598 4.993  0.28
76 H -0.181 3.847 3.588  0.00
77 H -0.157 5.520 4.040  0.28
78 H -2.346 6.009 2.864  0.60
79 H -2.407 4.338 2.247  0.39
80 H 0.575 7.049 2.179  0.38
81 H -1.043 7.778 2.047  0.50
82 H 0.804 7.235 -0.149  0.25
83 H -0.062 8.797 0.177  0.42
84 H -1.048 7.048 -1.649  0.33
85 H -2.171 7.876 -0.601  0.34
86 H -1.648 5.088 -0.727  -0.26
87 H -2.735 6.013 0.429  0.49
88 H -0.109 3.763 1.275  0.35
89 H 1.025 4.956 2.065  0.30
90 H 0.907 4.974 0.309  0.49
91 C 2.607 -4.720 -7.781  -1.46
92 C 1.158 -4.973 -7.218  0.16
93 C 0.166 -3.735 -7.491  -0.52
94 C -1.227 -4.259 -7.958  -1.22
95 P -2.453 -4.603 -6.664  0.75
96 C -3.047 -2.885 -6.247  -1.30
97 C -3.544 -2.476 -4.815  -1.42
98 C -2.615 -2.162 -3.614  0.27
99 C -1.574 -1.077 -3.920  -0.79
100 C -3.851 -5.648 -7.143  -1.10
101 C -5.148 -5.764 -6.256  -0.54
102 C -6.216 -6.689 -6.863  -0.63
103 C -6.974 -6.160 -8.104  -1.16
104 C -1.790 -5.367 -5.094  -0.76
105 C -1.290 -6.812 -5.181  -0.71
106 C -0.547 -7.458 -3.960  -0.68
107 C 0.357 -6.481 -3.170  -1.04
108 H 2.914 -3.710 -7.510  0.35
109 H 2.601 -4.802 -8.868  0.35
110 H 3.363 -5.456 -7.508  0.40
111 H 1.115 -5.216 -6.157  -0.30
112 H 0.877 -5.901 -7.715  0.35
113 H 0.571 -3.057 -8.242  0.54
114 H 0.059 -3.015 -6.679  0.21
115 H -1.188 -5.143 -8.593  0.67
116 H -1.689 -3.467 -8.548  0.55
117 H -3.934 -2.832 -6.878  0.53
118 H -2.343 -2.183 -6.694  0.82
119 H -4.284 -3.219 -4.518  0.36
120 H -4.123 -1.553 -4.858  0.70
121 H -2.109 -2.997 -3.128  0.36
122 H -3.237 -1.761 -2.814  -0.39
123 H -1.280 -0.673 -2.951  0.01
124 H -1.899 -0.146 -4.383  0.19
125 H -0.648 -1.539 -4.263  0.41
126 H -3.497 -6.678 -7.185  0.53
127 H -4.180 -5.363 -8.143  0.51
128 H -5.593 -4.775 -6.149  0.39
129 H -4.893 -5.990 -5.220  0.39
130 H -7.012 -6.720 -6.118  0.33
131 H -5.840 -7.703 -7.004  0.40
132 H -7.783 -5.500 -7.791  0.32
133 H -7.499 -6.863 -8.752  0.37
134 H -6.329 -5.650 -8.820  0.26
135 H -2.627 -5.288 -4.399  0.79
136 H -1.015 -4.656 -4.808  0.50
137 H -0.552 -6.790 -5.983  0.22
138 H -2.122 -7.439 -5.500  0.31
139 H 0.062 -8.305 -4.276  0.36
140 H -1.273 -7.814 -3.228  0.34
141 H -0.175 -5.728 -2.588  0.24
142 H 0.972 -5.973 -3.912  0.19
143 H 1.097 -6.916 -2.498  0.39
144 C 1.968 1.473 1.850  0.51
145 C 3.152 0.565 1.856  -0.95
146 C 3.358 -0.083 3.288  -0.67
147 C 3.954 1.011 4.220  -0.84
148 P 4.299 0.210 5.830  0.84
149 C 2.844 0.186 6.942  -1.21
150 C 2.976 -0.373 8.390  -0.31
151 C 1.612 -0.237 9.031  -0.55
152 C 1.685 -0.674 10.521  -1.43
153 C 5.426 1.116 6.920  -1.33
154 C 5.168 2.628 6.860  -0.81
155 C 6.221 3.498 7.579  -0.60
156 C 6.476 3.014 9.006  -1.10
157 C 4.985 -1.459 5.650  -1.21
158 C 6.367 -1.458 4.969  -0.74
159 C 6.886 -2.869 4.885  -0.63
160 C 7.281 -3.375 6.276  -1.19
161 H 1.997 2.307 2.551  0.23
162 H 1.094 0.895 2.150  -0.38
163 H 1.468 1.798 0.938  -0.67
164 H 4.052 1.033 1.457  0.46
165 H 2.877 -0.234 1.168  0.40
166 H 3.900 -1.018 3.148  0.50
167 H 2.411 -0.500 3.632  0.33
168 H 3.290 1.845 4.447  0.60
169 H 4.766 1.425 3.621  0.66
170 H 2.243 -0.503 6.348  0.50
171 H 2.316 1.129 6.802  0.70
172 H 3.745 0.170 8.939  0.28
173 H 3.204 -1.431 8.261  0.36
174 H 0.752 -0.727 8.575  0.37
175 H 1.230 0.778 9.144  0.28
176 H 2.167 -1.633 10.710  0.34
177 H 0.675 -0.775 10.917  0.43
178 H 2.014 0.141 11.165  0.36
179 H 6.428 0.768 6.669  0.77
180 H 5.358 0.680 7.917  0.54
181 H 4.197 2.737 7.342  0.42
182 H 4.982 2.984 5.846  0.26
183 H 5.741 4.463 7.413  0.38
184 H 7.184 3.547 7.071  0.34
185 H 5.510 2.737 9.429  0.28
186 H 6.965 3.705 9.693  0.37
187 H 7.136 2.149 9.070  0.28
188 H 4.272 -1.892 4.948  0.42
189 H 5.007 -1.892 6.650  0.74
190 H 7.156 -0.830 5.382  0.35
191 H 6.235 -0.991 3.994  0.42
192 H 7.558 -2.955 4.031  0.41
193 H 6.086 -3.410 4.380  0.37
194 H 8.111 -2.852 6.751  0.34
195 H 7.480 -4.442 6.369  0.38
196 H 6.610 -3.121 7.096  0.28
197 O -2.288 1.623 -1.824  0.67
198 C -1.905 1.813 -0.565  -0.52
199 O -2.823 1.941 0.288  -0.74
200 O -0.658 1.803 -0.329  -0.25
201 H -3.156 1.485 -1.439  -0.36
202 O -4.914 3.811 -0.262  -0.51
203 C -5.592 3.160 -1.195  0.61
204 O -5.546 1.943 -1.426  -0.62
205 O -6.127 3.763 -2.105  -0.71
206 H -4.383 3.081 0.066  0.25
207 O -2.297 2.150 -4.406  -0.05
208 C -3.545 2.088 -4.863  0.54
209 O -4.552 2.115 -4.133  -0.56
210 O -3.718 1.892 -6.095  -0.84
211 H -2.431 2.335 -3.473  0.05

Its charge is +2. For the HOMO energy, the calculation gives -6.425 eV.